[1]
{
  "formula": "C35H66N2O17S7",
  "method": "ωB97M-V with the def2-TZVPD basis set",
  "species": ["S", "S", "S", "S", "S", "S", "S", "O", "O", "O", "O", "O", "O", "O", "O", "O", "O", "O", "O", "O", "O", "O", "O", "O", "N", "N", "C", "C", "C", "C", "C", "C", "C", "C", "C", "C", "C", "C", "C", "C", "C", "C", "C", "C", "C", "C", "C", "C", "C", "C", "C", "C", "C", "C", "C", "C", "C", "C", "C", "C", "C", "H", "H", "H", "H", "H", "H", "H", "H", "H", "H", "H", "H", "H", "H", "H", "H", "H", "H", "H", "H", "H", "H", "H", "H", "H", "H", "H", "H", "H", "H", "H", "H", "H", "H", "H", "H", "H", "H", "H", "H", "H", "H", "H", "H", "H", "H", "H", "H", "H", "H", "H", "H", "H", "H", "H", "H", "H", "H", "H", "H", "H", "H", "H", "H", "H", "H"],
  "coordinates": [[-8.18647, -2.04554, -1.74791], [-5.87737, 1.75464, -3.14849], [-9.27656, -0.22084, 4.05303], [11.78671, -3.11498, 6.28146], [8.63852, 4.17499, 0.84093], [7.58134, -3.22288, 1.42983], [-1.82031, 1.35574, -1.54572], [-9.92920, -1.38694, 3.50506], [-6.03782, 3.05022, -2.52954], [13.04180, -3.82243, 6.21744], [-8.81720, -1.51915, -2.93840], [8.17925, 4.80949, 2.05264], [11.32184, -2.48815, 7.49428], [-2.44382, 1.88084, -2.73721], [-5.12391, 0.69366, -2.52357], [9.89752, 3.47317, 0.77422], [4.29589, 1.24498, -0.48762], [-6.80102, -2.44418, -1.72566], [-0.42814, 0.95601, -1.52233], [-8.04260, 0.29199, 3.50972], [7.34505, -5.59032, -0.16147], [5.15965, -0.94059, -0.21154], [3.76669, 1.73086, -1.68429], [5.97986, 0.43859, -1.81274], [6.16960, -6.79433, 1.27885], [6.34988, -5.59854, 1.87856], [7.09237, -4.89570, 0.97598], [7.35062, 3.10157, 0.20840], [-9.72726, -2.90348, 0.24713], [5.22402, 0.25707, -0.89803], [6.83158, 3.75537, -1.06855], [6.13424, -0.86316, 0.88244], [2.53909, 1.03011, -1.99863], [-9.80568, -1.37571, 0.19757], [2.43101, 0.64908, -3.54626], [-9.47014, 0.90103, 6.41172], [0.52536, 0.70560, -5.41131], [6.72972, -6.82020, 0.06492], [-9.19757, -3.38053, -1.10960], [-6.41050, 1.49423, -5.74201], [-10.72498, 1.34130, 5.65147], [-2.12150, 2.49306, -0.20141], [-5.28920, 1.99010, -4.82349], [-8.48345, -0.91164, -0.40065], [-3.36490, 0.50111, 0.44530], [8.57630, 5.35916, -0.49574], [0.89104, 0.61450, -3.88726], [-3.44525, 2.02936, 0.39328], [11.74153, -1.91861, 4.95519], [9.99255, -3.50483, 4.35134], [-9.07352, -0.44367, 5.81330], [-10.45731, 1.12384, 4.15904], [7.98126, 4.57684, -1.66121], [0.35888, -0.84244, -3.40355], [-2.83040, 0.02372, -0.90717], [10.49736, -4.17768, 5.63142], [11.15112, -2.68401, 3.77652], [3.32642, 1.58449, -4.42984], [-7.73372, 1.67533, -4.99144], [-7.49029, 1.13205, -3.58887], [6.01345, -2.25757, 1.62938], [7.16289, -0.70050, 0.46269], [-9.03735, -3.20600, 1.03924], [6.46413, 3.00514, -1.76977], [-0.59930, 0.78959, -5.46722], [-6.26163, 0.43425, -5.96517], [2.84199, -0.39995, -3.60154], [5.20787, -2.86569, 1.13406], [7.79349, 2.12645, 0.00220], [2.44413, 0.11632, -1.36114], [-9.65268, 0.82341, 7.48388], [-8.55450, 1.15408, -5.48530], [-0.71723, -0.91384, -3.69978], [5.71916, -2.13381, 2.69841], [-8.58867, -4.27788, -1.01229], [0.80873, -0.21216, -5.98167], [12.74406, -1.54007, 4.76392], [-2.67702, 0.19932, 1.24103], [11.08470, -1.10415, 5.26426], [0.90710, 1.65367, -5.87866], [-9.75759, -1.23245, 6.12992], [-8.51590, 0.10987, -0.77595], [-11.57450, 0.72908, 5.96619], [4.33355, 1.08527, -4.52254], [-1.30677, 2.38335, 0.51643], [10.81694, -2.00864, 2.98783], [7.63678, 5.24023, -2.45525], [6.56309, 3.00433, 0.95472], [-11.36426, 0.84944, 3.62241], [7.91726, 6.17307, -0.18997], [5.99452, 4.41882, -0.83369], [-10.00840, -3.55661, -1.81658], [-9.96809, -0.94832, 1.18571], [9.15825, -2.83927, 4.58963], [-4.33516, 0.05327, 0.66439], [0.55662, -1.05095, -2.32952], [-4.27278, 2.33370, -0.25361], [-10.69676, -3.35049, 0.46999], [-6.40765, 2.03185, -6.69121], [-10.97784, 2.38190, 5.85783], [-8.04590, -0.72684, 6.03443], [1.68184, 1.70462, -1.72842], [-4.37026, 1.42343, -4.96502], [10.93789, -5.15272, 5.42385], [-5.09502, 3.05295, -4.96550], [-8.66990, 1.63007, 6.25681], [-10.00651, 2.00409, 3.70078], [2.97200, 1.75092, -5.47307], [-10.63609, -1.06912, -0.44613], [-8.22927, 1.46905, -2.86379], [9.70664, -4.27860, 6.37299], [0.91711, -1.58947, -4.04177], [9.57527, 5.74160, -0.69839], [6.69752, -7.67915, -0.63317], [-7.66736, -1.02370, 0.31482], [11.90321, -3.35463, 3.35135], [-2.22141, -0.87420, -0.80556], [-7.98829, 2.73829, -4.94287], [-3.61302, 2.46021, 1.38133], [-2.15343, 3.51374, -0.57970], [-3.63849, -0.15352, -1.61440], [0.27662, 1.34147, -3.31142], [-7.43764, 0.04256, -3.59334], [8.73488, 3.90624, -2.08376], [3.53903, 2.59304, -3.98856], [9.62743, -4.24307, 3.63670], [5.83057, -0.00891, 1.54901]],
  "max_force_ev_per_a": 3.95,
  "total_charge": 0,
  "orbital_gap_ev": 9.888,
  "homo_energy_ha": -0.3535,
  "smiles": "CC(C)[C@@H](C)COOC(=O)OCCSc1nnco1.O=S1(=O)CCCC1.O=S1(=O)CCCC1.O=S1(=O)CCCC1.O=S1(=O)CCCC1.O=S1(=O)CCCC1.O=S1(=O)CCCC1"
}

=====

[2]
{
  "formula": "C35H66N4O5",
  "method": "ωB97M-V with the def2-TZVPD basis set",
  "species": ["O", "O", "O", "O", "O", "N", "N", "N", "N", "C", "C", "C", "C", "C", "C", "C", "C", "C", "C", "C", "C", "C", "C", "C", "C", "C", "C", "C", "C", "C", "C", "C", "C", "C", "C", "C", "C", "C", "C", "C", "C", "C", "C", "C", "H", "H", "H", "H", "H", "H", "H", "H", "H", "H", "H", "H", "H", "H", "H", "H", "H", "H", "H", "H", "H", "H", "H", "H", "H", "H", "H", "H", "H", "H", "H", "H", "H", "H", "H", "H", "H", "H", "H", "H", "H", "H", "H", "H", "H", "H", "H", "H", "H", "H", "H", "H", "H", "H", "H", "H", "H", "H", "H", "H", "H", "H", "H", "H", "H", "H"],
  "coordinates": [[2.62453, -4.83037, 2.61263], [0.57621, -1.90974, -4.51559], [0.59131, 0.01782, 2.53142], [1.29301, -2.15087, 2.79611], [3.78169, -3.98617, 2.68784], [-7.97120, -0.49739, -8.65823], [-0.20149, 5.57570, 6.73802], [-3.54889, 3.22039, -4.05725], [-2.31212, -1.17650, 7.48117], [0.31836, 6.15396, 3.36317], [-5.94050, -2.35150, -10.77475], [3.46012, -2.90608, 3.53586], [3.24448, -3.29565, -2.26294], [-0.34981, 6.13702, 5.74436], [5.91998, 0.50381, -0.15273], [1.20406, -2.18699, -3.27300], [-5.91133, -0.92709, -10.20892], [-0.69010, -1.32500, -4.43716], [-1.50389, 0.86588, 4.93111], [-3.07998, 0.84327, 8.95541], [2.69200, -1.78305, 2.86328], [-4.95154, 0.59162, -6.26742], [-1.71613, -0.52924, 4.20795], [-5.89622, -3.42042, -9.68897], [-0.52826, 6.81882, 4.46176], [5.34282, 0.76354, -1.55098], [-2.77864, 1.91873, -6.13727], [-2.67307, -0.29307, 8.12806], [4.42632, -0.38645, -2.06518], [0.50663, -1.06206, 3.11061], [-1.98490, 2.06137, 4.10045], [-7.06326, -0.67635, -9.34090], [4.74868, -3.06762, -2.31221], [4.89976, 0.28714, 0.98932], [5.33318, -1.61093, -2.31935], [-3.97426, 1.50255, -7.00216], [-3.20611, 2.64703, -4.96835], [3.18214, -1.53313, 1.43460], [-2.07851, 1.09308, 10.08863], [2.51711, -2.85343, -3.55782], [-0.43677, -1.37264, 4.24823], [-1.94599, -0.09420, 11.03551], [4.67564, -1.18533, 1.34294], [1.81265, 6.18568, 3.67161], [-5.39293, 1.09400, -5.40630], [-0.64214, -2.43950, 4.24002], [-2.54829, -1.08832, 4.62059], [2.78493, -2.82991, -1.39643], [-1.56890, -0.97638, 10.51667], [0.09680, -1.16010, 5.17406], [3.14343, -2.14654, -4.09596], [-2.90805, -0.34899, 11.48409], [3.94321, 0.75048, 0.75315], [-5.08660, -2.47483, -11.44286], [0.58989, -2.88209, -2.68716], [-5.92612, -0.19400, -11.01553], [2.04331, 5.63403, 4.58422], [0.13556, 6.65492, 2.42931], [3.06823, -4.36408, -2.13306], [-1.17614, 2.76476, 3.92309], [4.42203, -2.51952, 3.87002], [2.29384, -3.72510, -4.16445], [3.99117, -0.05453, -3.00345], [-3.15624, 1.72152, 8.31302], [-0.87669, -0.90664, -3.44717], [5.15309, -1.43268, 2.28668], [-1.58531, 6.78876, 4.20278], [2.40060, -4.80664, 1.67432], [-1.94817, -0.31330, 3.16990], [3.65461, -0.56639, -1.32581], [-5.76790, 0.29627, -6.92589], [-0.74577, -0.49686, -5.13870], [2.93843, -3.26066, 4.42155], [4.72272, 1.66039, -1.48580], [5.09368, -3.60679, -3.19264], [-1.48116, -2.05001, -4.62646], [-5.88754, -4.41566, -10.13228], [-2.36028, 1.76575, 3.12620], [-5.00195, -0.76788, -9.62662], [1.35123, -1.29580, -2.65890], [5.79572, -1.48501, -3.29669], [2.58069, -0.74671, 0.98913], [-6.76689, -3.35893, -9.03514], [-6.83988, -2.48132, -11.37878], [2.16778, 7.21093, 3.79505], [-4.49874, 2.39470, -7.34876], [-2.09757, 2.55160, -6.70667], [-2.40402, 1.97134, 10.64787], [-1.10322, 1.33126, 9.66149], [-2.77797, 2.59659, 4.61819], [-3.59419, 0.99053, -7.88887], [-4.07227, 0.63569, 9.35837], [-0.44526, 1.00266, 5.12549], [5.27615, 0.81349, 1.86458], [6.15302, -1.59867, -1.60576], [-2.03344, 0.84467, 5.87211], [6.50085, 1.38042, 0.13168], [5.17677, -3.59206, -1.45781], [2.98461, -2.46298, 0.90870], [-1.24970, 0.13596, 11.84149], [5.15773, -1.81149, 0.59684], [6.60124, -0.34433, -0.16650], [-4.45409, -0.31480, -5.91538], [-2.22333, 1.04068, -5.80758], [2.37925, 5.72904, 2.86012], [6.11562, 0.99814, -2.28148], [-0.24373, 7.86473, 4.58716], [2.74484, -0.88141, 3.47554], [-0.00376, 5.11988, 3.23592], [-5.00044, -3.31837, -9.07336]],
  "max_force_ev_per_a": 2.42,
  "total_charge": 0,
  "orbital_gap_ev": 10.299,
  "homo_energy_ha": -0.3610,
  "smiles": "CCCCC(=O)O[C@H](CCCCCCCCCCCOC)COO.CCCC#N.CCCC#N.CCCC#N.CCCC#N"
}